{"formula": "C3H4N2", "method": "ωB97M-V with the def2-TZVPD basis set", "species": ["C", "C", "C", "N", "N", "H", "H", "H", "H"], "positions_angstrom": [[1.895, 0.455, 1.754], [1.186, 0.294, 0.824], [0.320, 0.034, -0.278], [-0.967, 0.184, -0.001], [-1.788, -0.163, -1.082], [2.595, 0.488, 2.548], [0.769, -0.056, -1.247], [-2.695, -0.502, -0.710], [-1.315, -0.735, -1.808]], "forces_ev_per_a": [[1.5, 0.0, 1.5], [-1.0, -0.3, -1.6], [-2.4, 1.7, 2.2], [1.9, -1.8, -2.4], [-0.1, 0.2, 0.7], [0.0, 0.2, 0.2], [-0.2, -0.6, -0.6], [1.1, 0.2, -0.7], [-0.8, 0.4, 0.8]], "multiplicity": 1, "smiles": "C#C/C=N/N"}

***

{"formula": "C3H4N2", "method": "ωB97M-V with the def2-TZVPD basis set", "species": ["C", "C", "C", "H", "H", "H", "H", "N", "N"], "positions_angstrom": [[0.839, 0.515, -0.871], [0.826, 0.027, 0.395], [-1.054, -0.316, -0.218], [1.394, 1.264, -1.481], [1.573, 0.039, 1.132], [-0.552, -1.019, 1.658], [-2.204, -0.510, -0.163], [-0.332, -0.416, 0.789], [-0.489, 0.416, -1.241]], "forces_ev_per_a": [[-2.5, 1.6, -0.2], [6.2, 1.4, 1.4], [-7.8, 2.6, -7.0], [0.3, -1.3, 1.0], [1.3, 0.0, 0.5], [0.7, 1.7, -2.1], [2.4, 0.2, -0.4], [0.6, -3.5, 5.7], [-1.3, -2.6, 1.0]], "multiplicity": 1}

***

{"formula": "C3H4N2", "method": "ωB97M-V with the def2-TZVPD basis set", "species": ["N", "C", "C", "C", "N", "H", "H", "H", "H"], "positions_angstrom": [[1.551, -0.403, -1.516], [1.307, 0.069, -0.475], [0.274, 0.728, 0.295], [-0.690, -0.391, -0.102], [-0.792, 0.299, 1.190], [0.076, 1.740, -0.053], [-0.706, -0.326, -1.250], [-0.307, -1.389, 0.081], [-0.485, -0.333, 1.938]], "forces_ev_per_a": [[1.4, 0.5, 1.1], [0.6, -0.4, -0.9], [0.4, 0.2, -0.2], [0.2, -0.6, -0.6], [-0.1, 0.0, -0.3], [0.0, -0.3, -0.2], [-2.6, 0.6, 1.6], [0.3, 0.0, -0.1], [-0.3, 0.1, -0.4]], "multiplicity": 1, "smiles": "N#C[C@H]1CN1"}

***

{"formula": "C3H4N2", "method": "ωB97M-V with the def2-TZVPD basis set", "species": ["H", "N", "C", "N", "C", "C", "H", "H", "H"], "positions_angstrom": [[-0.288, 1.947, 0.961], [-0.143, 1.846, -0.035], [-0.078, 0.571, -0.229], [0.017, -0.040, -1.473], [0.123, -0.419, 0.721], [0.109, -1.251, 1.589], [-0.097, -1.076, -1.513], [-0.012, 0.526, -2.284], [0.369, -2.104, 2.263]], "forces_ev_per_a": [[0.4, 0.5, 0.3], [-0.6, -1.4, -0.4], [0.7, 1.3, -2.6], [-0.2, -0.9, 0.8], [-0.8, -1.4, 2.9], [1.2, -1.5, 0.7], [0.2, 1.8, -0.2], [-0.2, 0.3, -0.7], [-0.7, 1.4, -0.9]], "multiplicity": 1, "smiles": "[H]/N=C(/N)C#C"}

***

{"formula": "C3H4N2", "method": "ωB97M-V with the def2-TZVPD basis set", "species": ["N", "C", "C", "C", "N", "H", "H", "H", "H"], "positions_angstrom": [[-1.014, -0.944, 0.501], [-0.809, 1.092, -0.064], [0.459, 1.115, 0.004], [1.188, -0.791, -0.063], [0.127, -1.402, 0.118], [-1.744, -1.106, -0.179], [-1.731, 1.661, -0.245], [1.355, 1.673, 0.163], [2.168, -1.297, -0.233]], "forces_ev_per_a": [[-0.2, 1.9, -0.8], [0.9, -1.3, 0.6], [0.4, -1.4, -0.1], [-1.1, 0.9, 0.0], [0.2, -0.1, 0.2], [-0.1, -0.7, -0.3], [0.7, -0.6, 0.5], [0.0, 0.5, -0.4], [-0.8, 0.9, 0.3]], "multiplicity": 1}

***

{"formula": "C3H4N2", "method": "ωB97M-V with the def2-TZVPD basis set", "species": ["C", "C", "N", "C", "N", "H", "H", "H", "H"], "positions_angstrom": [[0.417, 0.617, -0.973], [0.940, 0.194, 0.219], [-0.083, -0.459, 0.859], [-1.162, -0.343, 0.013], [-0.882, 0.246, -1.111], [1.058, 1.090, -1.729], [1.908, 0.383, 0.719], [-0.074, -0.915, 1.736], [-2.122, -0.814, 0.267]], "forces_ev_per_a": [[2.0, 0.2, -0.2], [0.8, 0.3, 0.6], [-0.7, 0.9, -1.5], [-0.8, -1.4, 0.8], [-0.1, 0.3, 0.1], [-0.9, -0.1, 0.2], [-0.8, -0.3, -0.6], [0.0, -0.2, 0.7], [0.6, 0.4, -0.2]], "multiplicity": 1, "smiles": "c1c[nH]cn1"}

***

{"formula": "C3H4N2O", "method": "ωB97M-V with the def2-TZVPD basis set", "species": ["N", "C", "C", "C", "O", "N", "H", "H", "H", "H"], "positions_angstrom": [[-1.878, -0.050, -0.256], [-0.520, -0.169, -0.113], [0.406, 0.943, 0.226], [1.549, 0.176, 0.353], [1.426, -1.098, 0.037], [0.058, -1.335, -0.214], [-2.301, 0.739, 0.207], [-2.420, -0.903, -0.208], [1.152, 1.152, -0.669], [2.528, 0.546, 0.637]], "forces_ev_per_a": [[0.1, 0.1, -0.1], [0.1, -0.1, -0.2], [0.1, -0.4, -0.3], [0.4, -0.5, 0.3], [0.2, -0.2, 0.6], [-0.4, 0.1, 0.2], [0.2, 0.0, -0.1], [0.2, 0.1, 0.0], [-1.1, 1.4, -0.1], [0.1, -0.3, -0.3]], "multiplicity": 1, "smiles": "Nc1ccon1"}

***

{"formula": "C3H4N2O", "method": "ωB97M-V with the def2-TZVPD basis set", "species": ["N", "C", "O", "C", "C", "N", "H", "H", "H", "H"], "positions_angstrom": [[1.126, 0.536, 0.254], [1.381, -0.636, 0.145], [0.415, -1.459, -0.291], [-0.575, -1.139, -1.095], [-2.148, 0.911, 0.460], [-3.241, 1.025, 0.726], [1.945, 1.007, 0.610], [2.283, -1.146, 0.403], [-0.360, -0.141, -1.463], [-1.112, 1.053, 0.326]], "forces_ev_per_a": [[-0.2, 4.1, 0.7], [0.7, -2.1, -0.3], [-1.2, -2.2, -0.4], [-0.2, -0.8, 0.1], [1.1, 0.5, 0.0], [-2.0, -0.2, 0.3], [0.0, 0.6, 0.1], [0.5, -0.5, 0.1], [0.3, 0.9, -0.3], [0.8, -0.3, -0.3]], "multiplicity": 1}

***

{"formula": "C3H4N2O", "method": "ωB97M-V with the def2-TZVPD basis set", "species": ["O", "C", "C", "N", "N", "C", "H", "H", "H", "H"], "positions_angstrom": [[1.968, -0.572, 0.224], [0.668, -0.179, 0.188], [0.188, 1.099, -0.163], [-1.121, 1.082, -0.370], [-1.485, -0.165, -0.074], [-0.452, -0.975, 0.287], [2.489, 0.170, -0.108], [0.767, 2.012, -0.255], [-2.408, -0.472, -0.326], [-0.614, -1.999, 0.596]], "forces_ev_per_a": [[0.3, 0.1, 0.4], [-0.4, 0.0, -0.4], [0.0, 0.0, -0.1], [0.1, 0.0, 0.2], [-0.2, -0.1, 0.0], [0.2, 0.1, -0.2], [0.0, -0.3, 0.2], [-0.2, -0.1, -0.2], [-0.1, 0.1, 0.2], [0.2, 0.1, -0.2]], "multiplicity": 1, "smiles": "Oc1cn[nH]c1"}

***

{"formula": "C3H4N2O", "method": "ωB97M-V with the def2-TZVPD basis set", "species": ["H", "N", "C", "C", "O", "C", "N", "H", "H", "H"], "positions_angstrom": [[1.711, 2.073, 0.027], [1.086, 1.442, -0.481], [0.726, 0.373, -0.005], [-0.793, -0.401, -0.617], [-1.038, -1.581, 0.076], [-1.642, 0.628, -0.230], [-2.440, 1.386, 0.089], [0.965, -0.323, 0.868], [-1.209, -0.917, -1.757], [-2.004, -1.474, 0.341]], "forces_ev_per_a": [[0.2, -0.8, -0.1], [-0.1, 1.0, 0.0], [-2.2, -3.3, -0.4], [2.0, -2.0, -3.5], [-1.8, -0.1, 2.3], [-2.0, 1.3, 0.0], [-0.2, 0.5, 0.3], [0.1, 1.3, -0.8], [2.2, 2.9, 2.2], [1.8, -0.8, -0.1]], "multiplicity": 1, "smiles": "[H]/N=C/[C@@H](O)C#N"}

***

no.,HOMO level (eV)
1,-8.663
2,-8.687
3,-9.399
4,-9.398
5,-9.225
6,-8.857
7,-9.269
8,-9.383
9,-8.642
10,-9.994